No. 1
This record from the OMol25 dataset describes a molecular structure, C11H15N5OS2 at a distorted geometry. The level of theory is wB97M-V/def2-TZVPD.

Last column: natural (NBO) charge in e.
Geometry (Å):
C: 3.1788 -2.2782 -0.2890  -0.619
C: 2.1183 -1.3851 -0.5354  0.348
N: 0.9536 -1.6928 -0.9595  -0.325
N: 0.0125 -0.7669 -0.9910  -0.302
C: 0.6643 0.1289 -0.7286  0.270
N: 1.8744 -0.1127 -0.2307  -0.384
C: 2.8464 0.7818 0.3459  -0.040
C: 3.9344 1.2155 -1.0442  -0.557
H: 4.4882 0.3337 -1.2489  0.192
H: 3.4899 1.4803 -1.8356  0.174
H: 4.5737 2.1783 -0.5762  0.193
C: 3.4909 0.5266 1.3675  -0.592
H: 4.3000 -0.5762 1.1718  0.140
H: 2.8577 0.2014 2.2188  0.241
H: 4.1489 1.2331 1.7805  0.249
H: 2.3159 1.8028 0.5186  0.240
S: 0.0224 1.7506 -0.3706  0.199
C: -1.7748 1.3303 -0.1659  -0.684
C: -1.7668 0.6647 0.9479  0.690
O: -1.0322 0.5020 1.9609  -0.543
N: -3.1068 -0.1061 1.0998  -0.653
C: -4.3372 -0.0754 0.6242  0.326
N: -5.1943 -0.8145 0.9093  -0.485
C: -6.3188 -0.7960 0.1997  0.069
C: -6.1210 0.1720 -1.2640  -0.413
S: -4.4801 0.7716 -1.0003  0.253
H: -6.8025 0.0483 -1.8047  0.141
H: -7.0864 -1.2786 0.2123  0.147
H: -3.1623 -0.7249 2.1316  0.426
H: -2.3166 2.2451 -0.1298  0.298
H: -1.9777 0.9035 -1.1782  0.324
H: 3.3159 -2.4674 0.5539  0.201
H: 2.9007 -3.1917 -0.8057  0.253
H: 3.9907 -2.0042 -0.8844  0.224

Calculated values
- Orbital gap: 7.73 eV
- HOMO: -0.27491 Ha
- Lowest unoccupied orbital energy: 0.3 eV
- Energy above the lowest of the compared OMol25 structures with the same formula, charge and spin: 16.543 eV

No. 2
This record from the OMol25 dataset describes a single C3H6O2 molecule. The level of theory is wB97M-V/def2-TZVPD.

Last column: natural (NBO) charge in e.
Geometry (Å):
O: -1.4433 0.4480 -0.9253  -0.723
C: -1.0897 -0.2851 0.2347  -0.055
C: 0.3885 -0.6017 0.1082  -0.596
C: 1.1378 0.6813 0.3227  0.255
O: 2.2499 0.6644 -0.3818  -0.649
H: -2.3135 0.8375 -0.7824  0.471
H: -1.6913 -1.2004 0.3303  0.160
H: -1.2232 0.3227 1.1415  0.174
H: 0.6134 -1.1363 -0.8265  0.218
H: 0.6991 -1.2402 0.9509  0.246
H: 2.6721 1.5097 -0.1724  0.500

Calculated values
- Orbital gap: 9.52 eV
- HOMO: -0.31298 Ha
- Lowest unoccupied orbital energy: 1.0 eV
- Energy above the lowest of the compared OMol25 structures with the same formula, charge and spin: 3.274 eV

No. 3
This record from the OMol25 dataset describes 3 unconnected molecules or ions with the total composition C5H16NO2 at a distorted geometry. The level of theory is wB97M-V/def2-TZVPD.

Last column: natural (NBO) charge in e.
Geometry (Å):
C: -0.0262 0.6026 -0.6562  -0.319
C: -0.6353 0.8991 0.7858  -0.429
C: 0.0036 2.1781 1.3362  -0.441
C: 1.6777 0.5850 2.6380  -0.427
C: 1.1724 1.7675 2.2842  -0.160
N: -0.4147 -0.7601 -1.0870  -0.871
H: -0.3233 1.3557 -1.4367  0.220
H: 1.0602 0.7378 -0.4798  0.216
H: -0.6003 0.0181 1.4517  0.222
H: -1.7026 1.2110 0.5482  0.211
H: 0.4587 2.8017 0.6364  0.218
H: -0.8295 2.8455 1.8962  0.222
H: 1.3511 -0.4377 2.5331  0.193
H: 2.4665 0.5751 3.3514  0.199
H: 1.7476 2.6225 2.6898  0.197
H: -1.4225 -0.9752 -0.9991  0.442
H: 0.0610 -1.5164 -0.6747  0.438
H: -0.0606 -0.8955 -2.1357  0.160
H: -3.2899 -0.3168 -2.6066  0.470
H: -2.0230 -0.4986 -3.4656  0.424
O: -2.3640 -0.5822 -2.5831  -1.093
H: 1.8370 -3.7385 -0.6071  0.467
H: 1.1620 -3.7517 -1.9274  0.458
O: 1.0961 -3.2815 -1.1036  -1.017

Calculated values
- Orbital gap (spin up / spin down): 3.77 / 10.59 eV
- <S²>: 0.75
- HOMO (spin up / spin down): -0.10913 / -0.36975 Ha
- Lowest unoccupied orbital energy (spin up / spin down): 0.8 / 0.5 eV
- Energy above the lowest of the compared OMol25 structures with the same formula, charge and spin: 2.640 eV
- Spin multiplicity: 2

No. 4
This record from the OMol25 dataset describes a molecular structure, C40H56GeN8O2S2V at a distorted geometry. The level of theory is wB97M-V/def2-TZVPD.

Last column: Mulliken spin population.
Geometry (Å):
V: -1.7661 -1.0758 -0.1232  2.298
C: -3.9680 2.4686 -4.6550  0.004
C: -3.4726 2.7566 -3.2469  -0.003
N: -3.9459 1.8005 -2.2643  0.018
C: -3.2735 0.6806 -1.9314  0.048
S: -3.9320 -0.2777 -0.5957  -0.075
N: -2.1908 0.3694 -2.6068  0.024
N: -1.6331 -0.7725 -2.0424  -0.017
C: -1.1101 -1.7052 -2.7995  0.175
C: -0.8524 -1.5182 -4.2564  -0.012
C: -0.9571 -2.9474 -2.0892  0.211
C: -0.4687 -4.1366 -2.6494  -0.070
C: -0.5431 -5.3075 -1.9412  0.131
C: -1.0713 -5.2781 -0.6336  0.038
C: -1.4653 -4.0828 -0.1014  0.037
N: -1.4431 -2.9189 -0.7977  0.075
H: -3.5347 3.1763 -5.3621  0.000
H: -5.0546 2.5455 -4.7178  0.000
H: -3.6774 1.4620 -4.9562  0.000
H: -3.7790 3.7502 -2.9108  0.000
H: -2.3850 2.7326 -3.2244  0.000
H: -4.8246 1.9519 -1.7993  -0.001
H: -1.5950 -0.8366 -4.6694  0.006
H: -0.8898 -2.4617 -4.7968  0.001
H: 0.1312 -1.0694 -4.4193  0.019
H: -0.0677 -4.1216 -3.6528  0.002
H: -0.2085 -6.2367 -2.3839  0.012
H: -1.1585 -6.1761 -0.0392  0.003
H: -1.8175 -4.0142 0.9204  0.027
O: -0.3349 1.2632 2.6767  0.002
C: -0.1307 1.0248 1.5076  0.022
O: -1.0234 0.3920 0.7615  -0.038
C: 1.1822 1.3382 0.8267  -0.004
C: 1.1297 1.6494 -0.6695  0.006
Ge: 0.7741 3.5093 -1.1623  0.000
C: 0.8272 3.6093 -3.1096  0.000
C: 0.2644 2.5932 -3.8839  -0.002
C: 0.2892 2.6579 -5.2708  -0.001
C: 0.8828 3.7393 -5.9060  0.000
C: 1.4474 4.7564 -5.1510  0.000
C: 1.4187 4.6895 -3.7638  0.000
C: 2.2953 4.5253 -0.4742  0.000
C: 3.5476 4.3540 -1.0695  0.000
C: 4.6803 4.9589 -0.5448  0.000
C: 4.5804 5.7458 0.5944  0.000
C: 3.3478 5.9213 1.2033  0.000
C: 2.2163 5.3132 0.6726  0.000
C: -0.8524 4.3163 -0.4726  0.002
C: -0.9714 5.7098 -0.4916  0.000
C: -2.1255 6.3353 -0.0466  0.000
C: -3.1841 5.5733 0.4326  0.000
C: -3.0834 4.1921 0.4533  0.001
C: -1.9279 3.5684 -0.0036  0.001
H: 1.7790 0.4318 0.9843  -0.001
H: 1.6696 2.1314 1.3971  0.000
H: 0.4449 0.9657 -1.1777  0.006
H: 2.1194 1.4813 -1.1051  0.003
H: -0.2266 1.7531 -3.4085  0.000
H: -0.1608 1.8646 -5.8548  0.000
H: 0.9056 3.7891 -6.9873  0.000
H: 1.9097 5.6033 -5.6421  0.000
H: 1.8692 5.4895 -3.1873  0.000
H: 3.6421 3.7488 -1.9649  0.000
H: 5.6407 4.8176 -1.0236  0.000
H: 5.4627 6.2164 1.0084  0.000
H: 3.2650 6.5297 2.0945  0.000
H: 1.2632 5.4517 1.1683  0.000
H: -0.1552 6.3194 -0.8633  0.000
H: -2.1991 7.4148 -0.0694  0.000
H: -4.0824 6.0598 0.7917  0.000
H: -3.8992 3.5866 0.8277  0.000
H: -1.8750 2.4898 0.0199  0.011
C: -1.6321 -4.2018 4.9125  0.000
C: -1.7238 -2.7637 4.4149  0.000
C: -0.3803 -2.0670 4.6014  0.003
C: -2.8170 -2.0064 5.1729  -0.001
N: -2.0548 -2.8602 2.9691  0.012
N: -1.7918 -1.6781 2.2135  -0.007
H: -1.4299 -4.2319 5.9836  0.000
H: -0.8357 -4.7259 4.3830  0.000
H: -2.5669 -4.7369 4.7326  0.000
H: -0.1040 -2.1126 5.6553  0.000
H: -0.4049 -1.0160 4.3115  0.001
H: 0.3972 -2.5622 4.0161  -0.002
H: -2.5833 -1.9376 6.2360  0.000
H: -3.7796 -2.5128 5.0735  0.000
H: -2.9228 -0.9879 4.7935  0.000
H: -3.0539 -3.0302 2.8747  0.000
H: -0.7748 -1.5923 2.1796  -0.002
H: -2.1219 -0.8203 2.6677  0.023
C: 2.3758 -6.8363 1.3703  -0.001
C: 3.0695 -5.8740 0.4136  0.002
N: 2.4409 -4.5681 0.3354  0.004
C: 2.4966 -3.5950 1.2669  0.005
S: 1.5610 -2.1983 1.0872  0.010
N: 3.3449 -3.7820 2.2919  0.000
C: 3.5982 -2.8347 3.3661  0.000
C: 3.3204 -3.4568 4.7234  0.000
H: 2.8953 -7.7938 1.3951  0.000
H: 1.3491 -7.0119 1.0543  0.001
H: 2.3431 -6.4391 2.3853  -0.001
H: 3.0680 -6.2791 -0.5989  0.000
H: 4.1249 -5.7546 0.6745  0.000
H: 1.7015 -4.4385 -0.3399  -0.004
H: 3.8848 -4.6310 2.3089  0.000
H: 2.9549 -1.9744 3.1879  0.000
H: 4.6343 -2.4927 3.2987  0.000
H: 2.2803 -3.7745 4.7936  0.000
H: 3.5111 -2.7347 5.5165  0.000
H: 3.9570 -4.3245 4.9067  0.000

Calculated values
- Orbital gap (spin up / spin down): 6.36 / 7.53 eV
- <S²>: 3.78
- HOMO (spin up / spin down): -0.22033 / -0.28868 Ha
- Lowest unoccupied orbital energy (spin up / spin down): 0.4 / -0.3 eV
- Energy above the lowest of the compared OMol25 structures with the same formula, charge and spin: 1.309 eV
- Spin multiplicity: 4

No. 5
This record from the OMol25 dataset describes 2 unconnected molecules or ions with the total composition C11H12F3N at a distorted geometry. The level of theory is wB97M-V/def2-TZVPD.

Last column: natural (NBO) charge in e.
Geometry (Å):
C: -3.6989 -1.1666 0.6498  -0.188
C: -2.6802 -1.4743 1.5378  -0.217
C: -3.4351 -0.3699 -0.4513  -0.200
C: -1.4038 -0.9879 1.3289  -0.212
C: -2.1602 0.1158 -0.6707  -0.161
C: -1.1306 -0.1903 0.2167  -0.048
C: 3.0973 0.2638 -0.2235  -0.410
C: 2.3024 0.4786 -1.5059  -0.459
C: 2.3862 0.9750 0.9183  -0.220
C: 0.2359 0.2987 -0.0132  0.492
C: 0.8995 -0.0771 -1.3239  0.639
N: 1.0382 0.4585 1.0426  -0.532
F: -0.2277 2.2884 -0.4173  -0.709
F: 0.1355 0.2054 -2.3995  -0.313
F: 0.9651 -1.4627 -1.3156  -0.349
H: -4.6944 -1.5482 0.8197  0.216
H: -2.8813 -2.0985 2.3952  0.216
H: -4.2199 -0.1233 -1.1477  0.217
H: -0.6093 -1.2598 2.0087  0.212
H: -1.9593 0.7669 -1.5039  0.254
H: 3.1610 -0.8051 -0.0072  0.216
H: 4.1096 0.6519 -0.3345  0.227
H: 2.2052 1.5395 -1.7391  0.249
H: 2.7628 -0.0365 -2.3496  0.235
H: 2.8979 0.8072 1.8669  0.210
H: 2.3459 2.0534 0.7188  0.221
H: 0.5581 0.6971 1.8994  0.414

Calculated values
- Orbital gap: 9.51 eV
- HOMO: -0.34789 Ha
- Lowest unoccupied orbital energy: 0.0 eV

No. 6
This record from the OMol25 dataset describes 2 unconnected molecules or ions with the total composition C5H11N at a distorted geometry. The level of theory is wB97M-V/def2-TZVPD.

Last column: natural (NBO) charge in e.
Geometry (Å):
C: -0.8008 -0.8635 1.9908  -0.439
C: -1.4945 -0.3628 0.9751  -0.140
C: -2.6444 -1.0458 0.2309  -0.668
H: 0.1377 -0.3612 2.1889  0.193
H: -1.2201 -1.4708 2.7786  0.198
H: -1.2422 0.6099 0.5568  0.195
H: -2.1610 -1.9652 -0.0991  0.224
H: -3.5019 -1.1866 0.8706  0.220
H: -2.8423 -0.5651 -0.7244  0.216
C: 1.7132 -0.2546 -1.3610  -0.530
C: 2.0969 0.8125 -0.6618  0.014
N: 1.9687 2.1228 -1.0820  -0.818
H: 1.3711 -0.0789 -2.3636  0.184
H: 1.6930 -1.2509 -0.9462  0.212
H: 2.5024 0.7223 0.3377  0.187
H: 1.8546 2.3439 -2.0579  0.377
H: 2.5698 2.7939 -0.6333  0.375

Calculated values
- Orbital gap: 9.33 eV
- HOMO: -0.30078 Ha
- Lowest unoccupied orbital energy: 1.1 eV
- Energy above the lowest of the compared OMol25 structures with the same formula, charge and spin: 2.128 eV